Record 1
Molecular formula: C2H7NO2
Method: DFT, wB97M-V/def2-TZVPD

Properties
Multiplicity: 1
ΔE to the lowest compared entry with this formula, charge and spin (kJ/mol): 231.6
Orbital gap (eV): 10.69
HOMO (eV): -10.2
Electronic energy (eV): -7771.1253
LUMO (eV): 0.522

```
12
Properties=species:S:1:pos:R:3:forces:R:3
C 1.749897 -0.014561 0.907066 -0.996 -0.013 0.787
O 2.614171 -0.800537 0.648091 0.383 0.670 -0.378
H 0.807584 -0.343865 1.341861 -0.488 -0.596 0.208
H 1.691176 1.094272 0.837160 1.171 -0.070 -0.566
N -1.103525 0.853098 -1.505826 1.062 -0.211 0.027
C -1.434561 0.633939 -0.136294 -0.731 -0.449 0.842
O -1.560077 -0.731966 0.284655 -0.225 -0.168 -0.228
H -1.604672 0.243677 -2.144022 -0.376 0.142 0.259
H -0.121544 0.624239 -1.646161 -0.052 0.235 -0.130
H -0.755151 1.091860 0.587165 0.442 0.407 -0.646
H -2.398313 1.075789 0.096731 -0.274 -0.041 -0.169
H -0.917211 -1.279179 -0.178073 0.085 0.094 -0.005
```
Forces are in eV/Å.

Löwdin population analysis, charges in e, atoms 1 to 2: atom 1 (C): -0.161, atom 2 (O): 0.019


Record 2
Molecular formula: C17H47F6N5O22PS4
Method: DFT, wB97M-V/def2-TZVPD

Properties
Multiplicity: 1
ΔE to the lowest compared entry with this formula, charge and spin (kJ/mol): 512.0
Orbital gap (eV): 10.03
HOMO (eV): -8.7
Electronic energy (eV): -139810.7384
Total charge: -1
LUMO (eV): 1.315

```
102
Properties=species:S:1:pos:R:3:forces:R:3
P 1.006771 -0.495985 0.830668 -0.725 1.805 -0.331
F -0.130169 0.163645 1.814808 -0.058 -0.790 0.088
F 0.544761 0.602035 -0.300342 -0.347 -0.219 -0.035
F 2.021241 0.622925 1.421058 0.758 -0.099 -0.356
F 2.064941 -1.015985 -0.295812 0.216 -0.457 1.123
F 1.534291 -1.477475 2.015318 -0.385 -0.343 -0.910
F -0.093699 -1.570605 0.288558 0.533 0.095 0.430
C -1.369729 2.090575 8.666948 0.560 -0.539 -1.581
N -1.413869 2.643775 10.031518 -1.215 1.962 -1.079
O -1.862699 1.912905 10.857868 -0.031 -1.104 1.520
O -1.186289 3.841595 10.200568 0.414 -1.044 -0.266
H -0.532409 1.396975 8.590078 0.236 0.322 0.131
H -1.314239 2.860465 7.897338 0.322 0.153 0.481
H -2.227799 1.468385 8.412598 -0.282 0.248 0.776
C -1.685499 -7.355125 -0.233302 0.456 0.907 0.310
N -1.115149 -7.785275 -1.549002 0.667 -1.310 -0.431
O 0.079041 -7.668555 -1.736622 -0.157 0.510 0.422
O -1.843599 -8.362055 -2.344872 -0.395 0.629 0.660
H -2.486759 -6.647135 -0.445042 -0.343 -0.629 0.091
H -0.951759 -6.794435 0.345778 0.342 -0.071 -0.509
H -1.907069 -8.229835 0.378168 -0.547 -0.012 -0.553
C -6.105039 2.300275 -1.638092 0.483 -0.164 1.033
N -5.932969 3.579745 -2.347882 -0.889 0.907 -0.730
O -6.433789 4.576375 -1.835332 0.618 -0.666 -0.364
O -5.395799 3.549795 -3.444882 -0.107 0.026 0.738
H -6.465489 2.528615 -0.635072 -0.176 -0.005 -0.263
H -5.109449 1.870725 -1.526832 -0.169 -0.243 -0.342
H -6.800889 1.663825 -2.184742 0.270 0.146 -0.071
C 1.172601 4.259045 -6.879662 1.351 -0.437 0.933
N 2.376551 4.243695 -7.774592 1.672 0.989 0.119
O 2.077101 4.085095 -8.937972 1.007 -0.046 -0.059
O 3.551721 4.456065 -7.314682 -3.677 -0.765 -1.275
H 0.551881 3.406005 -7.153782 0.146 0.190 0.034
H 0.634721 5.198995 -7.003302 0.278 -0.099 -0.019
H 1.654061 4.139095 -5.909152 -0.774 0.160 0.278
C 7.167621 3.819825 5.965638 -0.805 0.472 -0.139
N 6.119271 3.477765 6.971648 1.636 -0.682 1.326
O 6.532191 2.857115 7.965378 -1.370 0.712 -1.179
O 5.026931 3.963245 6.779168 0.125 -0.606 0.535
H 7.537761 4.755865 6.383858 0.152 0.102 -0.461
H 6.544071 3.967235 5.083848 0.769 0.157 -0.291
H 7.988811 3.109295 5.871288 -0.517 -0.159 0.209
O -1.969239 -2.423665 -10.746252 -0.444 -2.278 -0.431
S -2.459359 -3.797395 -10.913372 -0.247 0.379 0.602
O -1.585809 -4.950525 -10.997092 -0.293 1.349 -0.092
O -3.505989 -4.097645 -9.713252 -0.221 0.800 -0.609
C -3.040009 -3.937265 -8.356212 1.198 -0.747 0.751
C -4.152399 -3.780905 -7.363202 -0.383 0.248 -0.291
C -3.648199 -3.844965 -12.293242 0.850 0.363 1.128
H -2.415739 -3.059955 -8.186802 0.258 0.011 -0.837
H -2.457489 -4.839785 -8.171212 0.210 0.124 0.258
H -4.724799 -4.693905 -7.199212 -0.322 0.261 -0.285
H -4.706269 -2.917575 -7.731982 -0.746 -0.291 0.171
H -3.774729 -3.462875 -6.391442 0.363 -0.153 -0.075
H -4.439099 -3.168135 -11.970012 -0.074 -0.165 -0.302
H -3.971389 -4.873105 -12.456292 0.039 0.217 0.061
H -3.083069 -3.431195 -13.128422 -0.181 -0.117 -0.049
O 9.328721 -5.184925 0.275968 0.042 1.920 0.781
S 9.381301 -3.845505 0.864988 -0.598 -0.442 0.400
O 10.339321 -3.563415 1.926858 -1.182 0.012 -1.888
O 9.578781 -2.756735 -0.358902 0.411 -0.233 2.217
C 8.909771 -2.979355 -1.585752 -1.639 0.733 -1.090
C 8.353901 -1.631345 -2.189322 1.280 -0.466 1.342
C 7.653141 -3.340775 1.412648 1.612 -0.235 -1.004
H 8.029101 -3.603665 -1.434922 0.408 -0.598 -0.137
H 9.663091 -3.406505 -2.247692 -0.453 -0.212 -0.208
H 7.546371 -1.142805 -1.644042 -0.225 -0.609 0.275
H 8.028011 -1.751215 -3.222532 0.446 0.036 0.025
H 9.197011 -0.963805 -2.011402 0.030 0.417 -0.915
H 7.077571 -3.696995 0.558288 -0.414 -0.013 0.421
H 7.636011 -2.251465 1.447578 0.087 -0.140 0.089
H 7.389271 -3.783085 2.373288 0.152 -0.157 -0.307
O -0.238889 10.216615 2.657368 0.785 -3.480 -1.219
S -0.016719 8.859605 2.074648 0.163 3.232 0.142
O -1.138509 8.179255 1.456018 1.447 0.312 0.725
O 1.201291 9.129555 0.927088 -2.183 -1.010 1.255
C 1.495171 7.955765 0.117008 0.277 -0.489 0.746
C 2.789711 7.383735 0.624228 1.117 0.145 -0.320
C 0.830131 7.774605 3.314808 -0.522 0.887 -0.441
H 1.504271 8.242195 -0.934642 0.145 0.219 0.189
H 0.771331 7.149115 0.233078 -0.604 0.435 -0.069
H 3.537561 8.166225 0.752758 0.060 0.123 -0.237
H 3.183011 6.664235 -0.093922 0.027 -0.128 0.074
H 2.734011 6.905865 1.602308 -0.380 -0.130 -0.164
H 0.799491 6.755805 2.928548 0.117 0.130 0.177
H 0.312271 7.891105 4.266838 -0.495 -0.172 -0.299
H 1.824911 8.169425 3.521288 0.037 -0.104 -0.560
O -9.004589 -1.910545 6.534178 2.287 -0.853 -2.043
S -7.884319 -2.170255 5.615478 1.817 -0.606 0.899
O -6.946909 -1.094635 5.270998 -2.030 -1.627 0.001
O -6.919739 -3.354425 6.310938 -0.967 0.283 -0.065
C -5.803119 -4.024895 5.636658 -0.227 -1.057 0.373
C -5.081439 -4.944445 6.666128 -0.160 2.538 0.104
C -8.422359 -3.210705 4.181258 0.034 0.795 0.106
H -5.153379 -3.272315 5.189958 0.028 -0.168 0.023
H -6.114589 -4.796165 4.932228 -0.766 0.761 -0.766
H -4.178299 -5.360195 6.219378 -0.255 -0.228 -0.052
H -5.754459 -5.670035 7.122928 0.160 0.024 -0.214
H -4.768759 -4.190605 7.388668 0.278 -0.588 0.698
H -7.617029 -3.536055 3.522708 0.480 0.478 0.432
H -9.082569 -2.605905 3.559608 -0.303 -0.161 0.297
H -8.857509 -4.129965 4.573298 -0.372 0.422 0.210
```
Forces are in eV/Å.

Löwdin population analysis, charges in e, atoms 1 to 2: atom 1 (P): 0.170, atom 2 (F): -0.207


Record 3
Molecular formula: C5H6Li2O5
Method: DFT, wB97M-V/def2-TZVPD

Properties
Multiplicity: 1
ΔE to the lowest compared entry with this formula, charge and spin (kJ/mol): 6.6
Orbital gap (eV): 5.68
HOMO (eV): -6.2
Electronic energy (eV): -15931.0944
LUMO (eV): -0.468

```
18
Properties=species:S:1:pos:R:3:forces:R:3
O 1.448077 0.117307 -0.896269 -0.118 0.277 0.032
C 1.294946 0.752682 0.280350 0.961 0.158 0.024
C 0.961312 -1.224671 -0.779543 -0.539 -0.144 -0.147
O 1.935272 1.779344 0.556633 -0.804 -0.006 -0.091
O 1.025020 -0.183232 1.269581 -0.238 0.198 0.327
C 1.113655 -1.499846 0.708126 -0.071 -0.213 -0.038
Li 0.529411 3.091542 0.439280 0.068 -0.820 -0.179
H 1.566823 -1.875357 -1.416809 -0.101 0.201 0.144
H -0.094790 -1.244835 -1.082207 0.287 -0.004 0.058
H 2.095459 -1.921095 0.960085 -0.244 0.077 0.017
H 0.296296 -2.102963 1.115500 0.244 0.039 -0.133
O -2.285358 -0.505444 0.753778 0.074 0.478 0.219
C -2.365602 0.204109 -0.352288 0.624 -0.461 -0.285
C -1.491116 1.189834 -0.684085 -0.398 -0.259 -0.539
O -0.516096 1.574825 0.207586 0.491 0.267 0.630
Li -0.964636 0.335500 1.735140 -0.146 -0.022 -0.698
H -3.103382 -0.094048 -1.119465 0.093 0.164 0.297
H -1.445293 1.606345 -1.695393 -0.180 0.072 0.363
```
Forces are in eV/Å.

Löwdin population analysis, charges in e, atoms 1 to 2: atom 1 (O): 0.057, atom 2 (C): -0.648


Record 4
Molecular formula: C4H11N2O
Method: DFT, wB97M-V/def2-TZVPD

Properties
Multiplicity: 1
ΔE to the lowest compared entry with this formula, charge and spin (kJ/mol): 246.7
Orbital gap (eV): 10.37
HOMO (eV): -13.8
Electronic energy (eV): -9346.2998
Total charge: +1
LUMO (eV): -3.453

```
18
Properties=species:S:1:pos:R:3:forces:R:3
N 1.853813 0.108054 0.077149 -0.271 2.439 0.199
C 1.136472 0.477543 -1.215933 -0.095 0.166 0.771
C 0.035139 -0.570523 -1.494097 0.329 -0.929 0.332
N -0.409977 -1.190112 -0.204294 -0.939 1.362 -1.344
C -1.596416 -0.417543 0.267280 0.930 -0.532 0.295
C -1.252035 0.598777 1.344995 -0.672 -1.194 1.076
O -0.148145 1.091537 1.430171 -0.239 0.411 0.493
H 2.086186 -0.885410 0.079655 0.190 0.341 0.480
H 1.062258 0.453072 0.856409 1.326 -1.157 -1.453
H 2.670326 0.781904 0.188995 -0.894 -1.614 -0.152
H 0.802265 1.551432 -0.966683 0.329 -1.677 -1.193
H 1.751122 0.293747 -2.102898 0.577 1.257 0.458
H 0.481039 -1.387830 -2.156333 -0.759 1.181 0.758
H -0.753885 0.026290 -2.031068 0.398 -1.188 0.282
H -0.533450 -2.225928 -0.190305 -0.233 1.524 -0.441
H -2.173833 0.134937 -0.503793 0.316 -0.453 0.075
H -2.218824 -1.171193 0.673522 -1.237 -0.296 0.723
H -2.033865 0.741556 2.187687 0.945 0.358 -1.359
```
Forces are in eV/Å.

Löwdin population analysis, charges in e, atoms 1 to 2: atom 1 (N): 0.101, atom 2 (C): -0.156


The calculation returns the following max |F| values, one per record and in order: 1.302 3.967 0.974 2.462 eV Å⁻¹.